Computed, not measured: a 2-piece molecular cluster, C2F3IO overall in a non-equilibrium geometry, with ωB97M-V with the def2-TZVPD basis set.

The calculation puts the relative energy (zero: lowest compared OMol25 entry of this formula, charge and spin) at 0.065 eV. The max |F| comes out at 0.04725 hartree/bohr. Its gap between HOMO and LUMO (alpha / beta) is 8.597 / 8.703 eV. The expectation value of S² is 2.01.

The geometry in ORCA input format:
```
! RIJCOSX wB97M-V def2-TZVPD def2/J DEFGRID3
* xyz 0 3
C 1.551 0.710 -0.574
C -0.938 -0.682 0.002
O 1.269 1.518 -1.311
F -0.683 -1.625 -0.965
F -0.949 -1.352 1.179
F -1.988 0.104 -0.325
I 3.218 -0.208 0.244
*
```

Computed, not measured: one molecule with the formula C9H14N2OS in a non-equilibrium geometry, with ωB97M-V with the def2-TZVPD basis set.

The calculation puts the relative energy (zero: lowest compared OMol25 entry of this formula, charge and spin) at 5.532 eV. As for the SMILES: CC1(C)C(=O)C(C)(C)C12N=NCS2. The max |F| comes out at 0.11880 hartree/bohr. Its gap between HOMO and LUMO is 9.440 eV.

The geometry in ORCA input format:
```
! RIJCOSX wB97M-V def2-TZVPD def2/J DEFGRID3
* xyz 0 1
C 1.693 -0.004 0.099
C -2.997 -0.373 0.100
C 0.590 -1.069 -0.133
C 0.725 1.193 0.018
C -0.455 0.170 -0.158
C 0.455 -1.975 1.125
C 0.583 -1.963 -1.325
C 0.498 2.120 1.170
C 1.087 1.953 -1.181
N -2.439 -0.098 1.292
N -1.290 0.180 1.328
O 2.869 -0.127 0.133
S -1.734 0.220 -1.333
H -3.444 -1.483 0.041
H -3.854 0.300 -0.179
H -0.504 -2.315 1.391
H 0.757 -1.350 1.969
H 1.246 -2.631 1.205
H 1.035 -2.865 -1.157
H 0.993 -1.299 -2.204
H -0.427 -2.168 -1.668
H 0.258 1.487 1.944
H -0.455 2.796 0.942
H 1.279 2.824 1.299
H 0.195 2.516 -1.740
H 1.550 1.309 -2.046
H 1.786 2.652 -0.931
*
```

Computed, not measured: a 2-piece molecular cluster, C2H5NO overall in a non-equilibrium geometry, with ωB97M-V with the def2-TZVPD basis set.

The calculation puts the relative energy (zero: lowest compared OMol25 entry of this formula, charge and spin) at 6.043 eV. The max |F| comes out at 0.10649 hartree/bohr. Its gap between HOMO and LUMO is 10.930 eV.

The geometry in ORCA input format:
```
! RIJCOSX wB97M-V def2-TZVPD def2/J DEFGRID3
* xyz 0 1
C 0.833 -0.221 -0.694
C -0.028 0.630 0.161
N 0.496 -1.542 -1.044
O 1.640 -1.137 -0.226
H 1.527 0.704 -1.926
H 0.466 1.571 0.318
H 0.014 0.189 1.175
H -1.161 0.622 -0.249
H -0.375 -1.955 -0.603
*
```

What did the third record say?
Computed, not measured: a 2-piece molecular cluster, C2H5NO overall in a non-equilibrium geometry, with ωB97M-V with the def2-TZVPD basis set.

The calculation puts the relative energy (zero: lowest compared OMol25 entry of this formula, charge and spin) at 6.043 eV. The max |F| comes out at 0.10649 hartree/bohr. Its gap between HOMO and LUMO is 10.930 eV.

The geometry in ORCA input format:
```
! RIJCOSX wB97M-V def2-TZVPD def2/J DEFGRID3
* xyz 0 1
C 0.833 -0.221 -0.694
C -0.028 0.630 0.161
N 0.496 -1.542 -1.044
O 1.640 -1.137 -0.226
H 1.527 0.704 -1.926
H 0.466 1.571 0.318
H 0.014 0.189 1.175
H -1.161 0.622 -0.249
H -0.375 -1.955 -0.603
*
```

- Which value of max |F| does entry 1 give?
  0.04725 hartree/bohr

- Which value of relative energy (zero: lowest compared OMol25 entry of this formula, charge and spin) does entry 2 give?
  5.532 eV